No. 1
C20H19N6O2PbSSe as an isolated structure, computed with ωB97M-V/def2-TZVPD.

Properties
Energy: -4244.9387 Eh
Total charge: +1
HOMO: -10.8 eV
Multiplicity: 1

Each line ends with the natural charge from an NBO analysis.
Geometry (Å):
Pb  1.53  0.07  -1.24  1.2763
Se  -2.79  -3.29  4.74  1.0164
N  -1.56  -2.03  4.70  -0.6273
C  -1.17  -1.90  3.46  0.1828
C  -0.15  -0.97  3.02  -0.1044
C  0.50  -0.10  3.90  -0.0987
C  1.48  0.74  3.41  -0.2373
C  1.79  0.68  2.06  0.0917
N  1.17  -0.13  1.22  -0.5005
C  0.20  -0.95  1.66  0.1659
C  -0.49  -1.80  0.69  0.2605
N  -0.15  -1.69  -0.60  -0.5215
C  -0.74  -2.45  -1.50  0.0742
C  -1.72  -3.38  -1.17  -0.2379
C  -2.10  -3.51  0.15  -0.0942
C  -1.47  -2.71  1.11  -0.0967
C  -1.82  -2.77  2.51  0.0919
N  -2.71  -3.58  3.01  -0.6061
H  0.22  -0.11  4.94  0.2496
H  2.00  1.43  4.06  0.2412
H  2.55  1.31  1.62  0.2294
H  -0.43  -2.31  -2.53  0.2286
H  -2.18  -3.99  -1.95  0.2427
H  -2.85  -4.21  0.46  0.2507
C  3.72  3.14  -2.02  -0.7206
C  4.39  2.12  -1.14  0.7008
N  5.73  2.18  -1.07  -0.7787
O  3.76  1.26  -0.52  -0.6985
H  4.32  4.04  -2.13  0.2360
H  2.74  3.39  -1.63  0.2524
H  3.58  2.69  -3.01  0.2470
H  6.26  2.86  -1.57  0.4085
H  6.22  1.50  -0.51  0.4154
C  0.23  1.05  -4.35  -0.2616
O  0.01  0.01  -3.39  -0.7946
H  0.16  2.04  -3.89  0.1885
H  -0.50  0.98  -5.16  0.1901
H  1.23  0.91  -4.76  0.1824
S  0.04  2.17  -0.76  -0.3725
C  -1.51  1.38  -0.43  0.0755
N  -2.10  0.63  -1.38  -0.5161
C  -3.27  0.04  -1.10  0.0464
C  -3.90  0.15  0.12  -0.2727
C  -3.31  0.93  1.09  -0.1557
C  -2.11  1.56  0.82  -0.2710
H  -0.84  0.23  -2.92  0.5238
H  -3.69  -0.53  -1.92  0.2028
H  -4.84  -0.37  0.29  0.2326
H  -3.77  1.05  2.07  0.2277
H  -1.62  2.19  1.55  0.2349

---

No. 2
A 21-piece molecular cluster, H42O21 overall, computed with ωB97M-V/def2-TZVPD.

Properties
Energy: -1605.1516 Eh
HOMO: -9.7 eV
Multiplicity: 1
Energy relative to the best compared isomer or geometry (same formula, charge and spin): 170.99 kcal/mol

Each line ends with the natural charge from an NBO analysis.
Geometry (Å):
O  0.88  -0.48  0.56  -1.0147
H  0.76  -0.76  1.48  0.5270
H  0.14  -0.76  0.00  0.4904
O  -1.19  -0.79  -1.45  -0.9294
H  -0.25  -0.80  -1.69  0.4809
H  -1.51  -1.65  -1.61  0.4670
O  3.92  -1.03  2.08  -0.9285
H  3.67  -0.19  2.49  0.5008
H  3.37  -1.01  1.29  0.4771
O  0.29  -2.86  -0.56  -0.9755
H  1.24  -2.87  -0.46  0.4964
H  -0.13  -2.36  0.14  0.4850
O  -1.83  2.01  0.07  -1.0705
H  -1.96  1.18  0.53  0.5199
H  -2.05  2.20  -0.87  0.5175
O  -1.28  -0.02  2.17  -0.9886
H  -1.59  -0.95  2.31  0.4944
H  -1.13  0.01  3.11  0.4906
O  -5.19  -0.19  -0.65  -0.9359
H  -4.73  0.38  -1.27  0.4732
H  -4.81  0.16  0.17  0.4646
O  1.42  1.34  2.39  -1.0271
H  0.78  1.99  2.76  0.4950
H  0.88  0.87  1.72  0.4847
O  -2.83  -2.70  1.34  -0.9759
H  -3.23  -2.04  0.78  0.4891
H  -3.17  -3.59  1.21  0.4908
O  1.69  -2.44  2.18  -1.0045
H  2.55  -1.94  2.20  0.4808
H  1.90  -3.20  2.72  0.4767
O  -2.85  -1.28  3.65  -0.9590
H  -3.60  -1.57  3.15  0.4890
H  -2.89  -1.63  4.54  0.4797
O  0.52  3.35  -1.28  -0.9469
H  -0.07  2.67  -0.92  0.4907
H  0.81  3.80  -0.48  0.4654
O  3.20  0.77  -0.36  -0.9803
H  3.24  1.64  0.04  0.4944
H  2.42  0.25  -0.14  0.5031
O  0.01  -0.72  -4.82  -1.0004
H  -0.75  -1.31  -4.78  0.4986
H  0.89  -1.09  -4.70  0.4964
O  -2.17  2.33  -2.49  -0.9838
H  -2.64  3.04  -2.92  0.5073
H  -1.54  1.77  -2.95  0.5245
O  -1.10  -2.71  -3.50  -0.9528
H  -0.85  -2.67  -2.58  0.4737
H  -1.50  -3.57  -3.67  0.4808
O  5.31  -0.58  -0.93  -1.0020
H  5.56  -0.91  -0.06  0.4655
H  4.68  0.17  -0.77  0.5026
O  -0.46  3.18  2.50  -0.9453
H  -0.79  3.03  1.58  0.5010
H  0.11  3.91  2.21  0.4627
O  -2.79  1.81  3.41  -0.9360
H  -2.66  2.30  4.23  0.4653
H  -2.95  2.50  2.76  0.4721
O  2.85  2.46  -2.45  -0.9817
H  2.72  2.00  -3.26  0.4753
H  2.07  2.52  -1.90  0.4877
O  2.65  -0.80  -2.99  -0.9542
H  2.38  -1.23  -2.19  0.4621
H  3.60  -0.95  -3.08  0.4933

---

No. 3
One molecule with the formula C4H6N2, computed with ωB97M-V/def2-TZVPD.

Properties
Energy: -265.4209 Eh
HOMO: -8.9 eV
Multiplicity: 1
SMILES: Cc1ccn[nH]1
Energy relative to the best compared isomer or geometry (same formula, charge and spin): 71.93 kcal/mol

Each line ends with the natural charge from an NBO analysis.
Geometry (Å):
C  1.58  0.45  -0.46  -0.6466
C  0.22  0.09  0.02  0.1478
C  -0.29  -0.20  1.26  -0.3340
C  -1.71  -0.41  1.06  -0.1996
N  -1.97  -0.20  -0.26  -0.2510
N  -0.82  0.02  -0.86  -0.3438
H  1.92  -0.24  -1.25  0.2250
H  1.60  1.47  -0.86  0.2253
H  2.30  0.39  0.36  0.2339
H  0.30  -0.20  2.17  0.2281
H  -2.29  -1.32  0.68  0.3118
H  -0.83  0.16  -1.85  0.4031

---

No. 4
One molecule with the formula C22H20Br2N2O2, computed with ωB97M-V/def2-TZVPD.

Properties
Energy: -6258.2264 Eh
HOMO: -8.2 eV
Multiplicity: 1
SMILES: Cc1cc(Br)c(OCc2ccc(C(=O)N/N=C3\C[C@@H]4CCC=C34)cc2)c(Br)c1
Energy relative to the best compared isomer or geometry (same formula, charge and spin): 47.34 kcal/mol

Each line ends with the natural charge from an NBO analysis.
Geometry (Å):
C  0.13  7.01  -4.66  -0.6288
C  0.05  6.34  -3.28  -0.0156
C  0.57  5.06  -3.05  -0.2316
C  0.41  4.44  -1.79  -0.0877
Br  1.16  2.69  -1.54  0.0809
C  -0.28  5.06  -0.75  0.1934
O  -0.47  4.48  0.49  -0.5115
C  -1.62  3.67  0.56  -0.0901
C  -1.36  2.20  0.83  -0.0180
C  -0.79  1.76  2.05  -0.2118
C  -0.57  0.38  2.29  -0.1691
C  -0.85  -0.58  1.30  -0.1756
C  -0.57  -2.00  1.43  0.6217
O  -1.06  -2.76  0.59  -0.6362
N  0.18  -2.51  2.48  -0.4564
N  0.44  -3.82  2.83  -0.2623
C  1.10  -4.58  1.99  0.2899
C  1.54  -4.46  0.53  -0.4636
C  2.02  -5.97  0.70  -0.2445
C  1.14  -7.16  0.22  -0.3830
C  0.90  -8.03  1.48  -0.4546
C  0.85  -7.03  2.58  -0.0849
C  1.47  -5.92  2.07  -0.0834
C  -1.51  -0.11  0.12  -0.0952
C  -1.73  1.23  -0.13  -0.2276
C  -0.74  6.36  -0.95  -0.0947
Br  -1.81  7.15  0.43  0.0722
C  -0.57  6.97  -2.20  -0.1827
H  0.72  6.37  -5.34  0.2198
H  -0.91  7.15  -5.05  0.2265
H  0.62  7.98  -4.63  0.2260
H  1.06  4.55  -3.86  0.2288
H  -2.14  3.71  -0.42  0.1855
H  -2.30  4.07  1.31  0.2001
H  -0.59  2.55  2.79  0.2207
H  -0.11  0.17  3.24  0.2049
H  0.55  -1.79  3.08  0.3836
H  0.73  -4.32  -0.17  0.2573
H  2.41  -3.82  0.31  0.2297
H  3.10  -6.13  0.62  0.2140
H  0.19  -6.83  -0.25  0.2152
H  1.70  -7.72  -0.53  0.2061
H  -0.05  -8.62  1.36  0.2216
H  1.73  -8.73  1.62  0.2152
H  0.14  -7.12  3.39  0.2258
H  -1.82  -0.85  -0.63  0.2360
H  -2.11  1.54  -1.10  0.2163
H  -0.95  7.97  -2.35  0.2177

---

No. 5
C4H6LiMgO2 as an isolated structure, computed with ωB97M-V/def2-TZVPD.

Properties
Energy: -513.6590 Eh
Total charge: +1
HOMO (spin up / spin down): -10.0 / -10.0 eV
Multiplicity: 1
Energy relative to the best compared isomer or geometry (same formula, charge and spin): 97.92 kcal/mol

Each line ends with the natural charge from an NBO analysis.
Geometry (Å):
O  -1.53  0.83  2.22  -0.4029
C  -0.18  1.06  2.32  0.4908
C  0.68  0.00  2.12  -0.5484
Mg  -1.14  -2.23  -2.11  0.2233
Li  0.61  0.07  -3.62  0.8001
H  0.28  -1.03  2.08  0.2449
H  1.74  0.10  2.37  0.2325
C  -0.32  0.45  -1.03  0.0070
C  0.95  0.14  -0.66  -0.4195
O  -1.30  -0.55  -0.97  -0.8611
H  -0.72  1.46  -1.01  0.2198
H  1.70  0.94  -0.68  0.2370
H  1.30  -0.90  -0.61  0.2362
H  -2.07  -0.33  -0.44  0.5403